[1]
Density functional theory data (ωB97M-V with the def2-TZVPD basis set) for a 3-piece molecular cluster, C4H16N2O3 overall at a distorted geometry.

Properties
Gap between HOMO and LUMO = 9.090 eV
ΔE to the lowest compared entry with this formula, charge and spin = 1.975 eV
SMILES string = NCC[C@H](N)CO.O.O
Net charge = 0
Electronic energy = -497.17595 hartree
LUMO = 0.60 eV

Atoms and positions in Å:
N (-0.23872, 1.17076, -1.79170)
C (0.20926, 1.98146, -0.68443)
C (-0.15808, 1.58313, 0.78301)
C (-1.04223, 0.34553, 1.06215)
N (-2.30999, 0.67705, 1.70552)
C (-0.28619, -0.57999, 2.00125)
O (-0.13404, -1.89983, 1.55601)
H (-1.21816, 1.23154, -2.09678)
H (-0.03988, 0.17999, -1.72516)
H (-0.12855, 2.99703, -0.91912)
H (1.32275, 1.88928, -0.84511)
H (-0.58024, 2.48483, 1.30853)
H (0.86110, 1.48971, 1.38010)
H (-1.35796, -0.15960, 0.07613)
H (-2.73989, 1.45608, 1.14600)
H (-2.31229, 1.04953, 2.63706)
H (0.82544, -0.37010, 2.18978)
H (-0.89889, -0.58131, 2.99677)
H (-0.93367, -2.35784, 1.35588)
O (2.84060, -2.44797, -2.79278)
H (3.58071, -2.54384, -2.21549)
H (2.94129, -1.59346, -3.27991)
O (0.35943, -1.76657, -1.42847)
H (0.33922, -2.16458, -0.51953)
H (1.09898, -2.07083, -1.89973)

Forces on the atoms, in the same order (eV/Å):
-1.4 -0.6 -1.0
0.9 -0.6 -0.7
2.0 1.2 1.4
0.2 0.6 -0.7
-1.8 1.2 -1.7
0.4 -0.8 1.9
1.0 -1.0 -0.5
0.6 0.4 0.6
0.3 0.0 0.3
0.4 0.0 0.3
-0.9 0.7 0.7
0.0 -0.8 -0.6
-1.9 0.0 -1.3
0.9 0.5 1.4
0.3 -1.2 0.6
0.8 0.0 0.5
-1.9 0.6 -0.1
1.4 0.0 -1.4
-1.2 -0.1 0.0
-0.9 1.0 -1.3
0.9 0.1 0.5
0.1 -1.1 0.7
-2.1 0.4 2.1
0.4 0.6 -1.2
1.9 -1.0 -0.8



[2]
Density functional theory data (ωB97M-V with the def2-TZVPD basis set) for C6H10P2 as an isolated structure at a distorted geometry.

Properties
Gap between HOMO and LUMO = 8.285 eV
ΔE to the lowest compared entry with this formula, charge and spin = 5.540 eV
Net charge = 0
Electronic energy = -917.04186 hartree
LUMO = -0.08 eV

Atoms and positions in Å:
C (1.73831, -0.10900, -0.24669)
C (0.88816, 0.82083, 0.05142)
C (-1.54136, -1.32932, -0.35544)
C (-1.47256, 1.04581, -0.31569)
C (2.55105, -0.70863, 0.87246)
C (-0.20412, 1.49074, -0.83625)
P (-3.19667, -1.59877, -0.16771)
P (-2.86784, 1.18159, 0.54207)
H (1.95614, -0.28361, -1.21964)
H (0.61905, 0.98888, 1.06347)
H (-0.72993, -1.98189, -0.20699)
H (3.44123, -1.03644, 0.38548)
H (2.03053, -1.66388, 1.07004)
H (2.72637, -0.19874, 1.80135)
H (0.07104, 1.20489, -1.84770)
H (0.06147, 2.55484, -0.64132)
H (-3.35306, -3.06894, -0.55753)
H (-2.71780, 2.69165, 0.60868)

Forces on the atoms, in the same order (eV/Å):
0.7 1.4 3.3
-3.0 0.8 -0.3
-3.2 2.9 0.6
-1.0 -3.5 0.4
-0.8 -2.1 -1.6
2.9 0.0 0.8
1.1 -1.5 -1.5
1.0 2.5 -0.1
0.7 -1.1 -2.9
0.3 0.3 1.1
1.2 -0.4 -0.5
1.2 -0.1 0.3
0.3 0.2 0.5
-0.1 0.6 0.0
-0.7 0.2 -0.4
-1.0 -0.2 -0.5
0.6 1.2 0.8
-0.3 -1.2 -0.1



[3]
Density functional theory data (ωB97M-V with the def2-TZVPD basis set) for the molecule C2H3N3O3 at a distorted geometry.

Properties
Gap between HOMO and LUMO = 11.042 eV
ΔE to the lowest compared entry with this formula, charge and spin = 1.091 eV
SMILES string = O=c1[nH][nH]c(=O)n1O
Net charge = 0
Electronic energy = -467.92423 hartree
LUMO = 0.49 eV

Atoms and positions in Å:
O (2.22610, 0.43091, -0.35263)
C (1.15657, -0.04284, -0.07063)
N (0.63626, -1.22698, 0.20760)
N (-0.70854, -1.26927, -0.30926)
C (-1.16074, 0.08657, -0.25238)
O (-2.30653, 0.39827, -0.19481)
N (-0.01910, 0.77104, -0.11010)
O (0.00568, 2.17133, -0.06380)
H (1.37849, -1.90371, -0.20326)
H (-1.20418, -1.81463, 0.53047)
H (-0.00400, 2.39932, 0.81881)

Forces on the atoms, in the same order (eV/Å):
0.3 -1.3 0.9
-0.6 4.8 -1.0
3.1 -3.7 -1.4
-0.9 -2.6 3.3
-0.1 -1.2 0.9
-0.7 0.6 -0.4
0.5 2.7 0.3
0.2 -2.0 -3.8
-2.3 0.6 0.7
0.6 1.5 -2.8
-0.1 0.6 3.3



[4]
Density functional theory data (ωB97M-V with the def2-TZVPD basis set) for C8H16NS2 as an isolated structure at a distorted geometry.

Properties
Gap between HOMO and LUMO = 6.902 eV
ΔE to the lowest compared entry with this formula, charge and spin = 1.634 eV
Net charge = +1
Electronic energy = -1165.15494 hartree
LUMO = -5.92 eV

Atoms and positions in Å:
C (2.26112, -0.53049, 0.69882)
C (2.49342, -0.73313, 2.01760)
C (1.15216, 0.32930, 0.17341)
C (1.12120, 1.72137, 0.89578)
C (-2.24289, 0.81734, -2.44455)
C (0.05201, -1.80946, 0.30647)
C (-1.47909, -0.19256, -1.63870)
C (-1.32281, 0.34462, -0.14802)
N (-0.15363, -0.36980, 0.56189)
S (1.52669, -0.47347, 3.46199)
S (-0.74144, -0.01751, 2.21626)
H (2.88528, -0.91786, -0.06093)
H (3.44841, -1.15962, 2.34772)
H (1.21515, 0.33246, -0.89536)
H (1.44876, 2.43154, 0.15783)
H (1.73372, 1.59593, 1.80413)
H (0.09664, 1.90877, 1.10395)
H (-1.71333, 1.60644, -2.90247)
H (-2.83918, 0.19537, -3.19467)
H (-3.19273, 1.11619, -1.80755)
H (-0.94219, -2.29583, 0.05833)
H (0.71219, -1.81291, -0.65191)
H (0.53757, -2.14274, 1.28929)
H (-0.58838, -0.43694, -2.06413)
H (-2.04647, -1.08095, -1.53763)
H (-1.17717, 1.38197, -0.12287)
H (-2.24504, 0.19198, 0.37531)

Forces on the atoms, in the same order (eV/Å):
0.0 1.0 1.8
0.5 -0.1 -0.5
-0.1 0.4 2.8
1.0 -1.6 -1.4
-4.6 -2.1 0.5
-0.4 -0.8 -0.7
-1.7 1.8 2.9
0.6 -2.3 -2.5
-1.6 1.6 0.3
-2.3 0.6 -2.3
2.9 -1.4 1.6
1.1 -0.4 -0.2
-0.3 -0.3 -0.3
-0.4 0.3 -0.6
0.6 0.6 0.2
-0.4 0.9 -0.6
-0.4 0.8 0.5
0.5 0.9 -0.2
1.2 1.1 0.2
2.1 0.3 -1.1
1.3 0.4 0.7
-1.0 -0.7 1.9
-0.7 -0.4 -2.1
2.7 -0.6 -1.1
-0.6 -1.0 -0.2
0.7 1.3 -0.1
-0.5 -0.6 0.4



[5]
Density functional theory data (ωB97M-V with the def2-TZVPD basis set) for a 10-piece molecular cluster, C41H73N2O30PS overall at a distorted geometry.

Properties
Gap between HOMO and LUMO = 8.458 eV
SMILES string = COCCCCCc1ccc(S)c2c1C(=O)N([PH2]=N)C2=O.COC(=O)OC.COC(=O)OC.COC(=O)OC.COC(=O)OC.COC(=O)OC.COC(=O)OC.COC(=O)OC.COC(=O)OC.COC(=O)OC
Net charge = 0
Electronic energy = -4712.32482 hartree
LUMO = -0.84 eV

Atoms and positions in Å:
C (-5.98576, -9.07236, -1.94813)
O (-6.89607, -9.36398, -0.90298)
C (-6.29692, -9.25024, 0.38786)
C (-5.98425, -7.80556, 0.73822)
C (-5.66474, -7.58627, 2.23510)
C (-4.19490, -7.21914, 2.55592)
C (-4.04597, -6.03362, 3.50345)
C (-4.38379, -4.68338, 2.91756)
C (-5.14357, -4.49962, 1.77112)
C (-5.46961, -3.24085, 1.27616)
C (-5.04859, -2.07679, 1.91014)
S (-5.44951, -0.44678, 1.33350)
C (-4.25178, -2.24704, 3.02994)
C (-3.92450, -3.51405, 3.51304)
C (-3.06007, -3.33034, 4.71355)
O (-2.87964, -4.05006, 5.64948)
N (-2.50117, -1.97146, 4.59776)
P (-1.08342, -1.93727, 3.64358)
N (-0.48429, -0.53173, 3.35947)
C (-3.62438, -1.25339, 3.96697)
O (-3.97618, -0.16375, 4.27980)
H (-5.94787, -9.89180, -2.66955)
H (-4.96286, -8.92410, -1.59195)
H (-6.27885, -8.16163, -2.47665)
H (-7.04973, -9.63664, 1.07398)
H (-5.38528, -9.85747, 0.39380)
H (-5.13952, -7.43488, 0.15134)
H (-6.83347, -7.18246, 0.44409)
H (-5.96592, -8.45855, 2.81674)
H (-6.29418, -6.76209, 2.57424)
H (-3.76471, -8.08221, 3.07127)
H (-3.58717, -7.09416, 1.65746)
H (-4.60823, -6.21070, 4.42314)
H (-3.00095, -5.97195, 3.81947)
H (-5.50770, -5.35068, 1.21740)
H (-6.06217, -3.18287, 0.37221)
H (-6.74782, -0.39384, 1.65396)
H (-0.25476, -2.80747, 4.36390)
H (-1.36853, -2.57970, 2.42141)
H (-1.03055, 0.21254, 3.78059)
C (-9.84094, -6.78550, -1.33201)
O (-10.61924, -5.68513, -0.84504)
C (-9.90245, -4.65645, -0.40873)
O (-8.69929, -4.58700, -0.39436)
O (-10.73127, -3.70333, 0.01623)
C (-10.04914, -2.54601, 0.50980)
H (-10.55428, -7.53923, -1.64964)
H (-9.22997, -6.47775, -2.17803)
H (-9.20813, -7.18891, -0.54397)
H (-9.43957, -2.10385, -0.27601)
H (-9.42340, -2.80892, 1.36107)
H (-10.80943, -1.83720, 0.82275)
C (0.97688, -4.51667, 6.46849)
O (2.12025, -3.71666, 6.16503)
C (3.26796, -4.19470, 6.64773)
O (3.39422, -5.20484, 7.28771)
O (4.24467, -3.36194, 6.29710)
C (5.54313, -3.75379, 6.75188)
H (0.12371, -4.01696, 6.02209)
H (1.07566, -5.51267, 6.03975)
H (0.82166, -4.59102, 7.54268)
H (5.81979, -4.72004, 6.33494)
H (5.57171, -3.79607, 7.83875)
H (6.22791, -2.99034, 6.39582)
C (1.85773, -0.12936, 1.48948)
O (2.17298, -0.69957, 0.20555)
C (2.47771, 0.18237, -0.73301)
O (2.52095, 1.38056, -0.60493)
O (2.76176, -0.47021, -1.86196)
C (3.06167, 0.39409, -2.95999)
H (1.63440, -0.95359, 2.14924)
H (2.71752, 0.41859, 1.87518)
H (0.99022, 0.51738, 1.42158)
H (3.91900, 1.02502, -2.73419)
H (2.20140, 1.01286, -3.20898)
H (3.29924, -0.24524, -3.80516)
C (3.01913, 3.99646, 0.69983)
O (4.38253, 4.13358, 0.27273)
C (4.68792, 5.29909, -0.27780)
O (3.93869, 6.22725, -0.44611)
O (5.97757, 5.27056, -0.62248)
C (6.45201, 6.46978, -1.23952)
H (2.93745, 2.99848, 1.10922)
H (2.78189, 4.73318, 1.46611)
H (2.34057, 4.09112, -0.14298)
H (6.35488, 7.31656, -0.56255)
H (5.91319, 6.66801, -2.16409)
H (7.50257, 6.30644, -1.46204)
C (-0.95756, 11.22029, 0.57622)
O (0.46963, 11.31904, 0.60310)
C (1.08662, 10.13042, 0.66764)
O (0.53768, 9.06238, 0.70306)
O (2.39638, 10.34478, 0.68572)
C (3.20060, 9.15669, 0.74444)
H (-1.32716, 12.24031, 0.51885)
H (-1.28760, 10.66142, -0.29688)
H (-1.32764, 10.74680, 1.48327)
H (3.03382, 8.52768, -0.12484)
H (2.98756, 8.59826, 1.65356)
H (4.23284, 9.49381, 0.75597)
C (6.77786, 1.40935, -1.72698)
O (7.15059, 0.39605, -2.66705)
C (8.13853, 0.74599, -3.48644)
O (8.71027, 1.80471, -3.49453)
O (8.38655, -0.27896, -4.30228)
C (9.43507, -0.03838, -5.24381)
H (5.96740, 0.99888, -1.13149)
H (7.61257, 1.66241, -1.07701)
H (6.42699, 2.30166, -2.24209)
H (10.37383, 0.16035, -4.73063)
H (9.18363, 0.79768, -5.89350)
H (9.52378, -0.94652, -5.83237)
C (7.44279, 6.53539, -5.25628)
O (7.04913, 7.76158, -4.63201)
C (7.44027, 8.85868, -5.27985)
O (8.07034, 8.88574, -6.30361)
O (7.01222, 9.91771, -4.59544)
C (7.36160, 11.17615, -5.17807)
H (7.06048, 5.73969, -4.62330)
H (7.00749, 6.45426, -6.25014)
H (8.52690, 6.46570, -5.31635)
H (6.92435, 11.27404, -6.16967)
H (8.44279, 11.28462, -5.23653)
H (6.95116, 11.93512, -4.51903)
C (-7.06047, -12.84086, -2.12751)
O (-7.08703, -13.99348, -2.97216)
C (-6.36670, -13.86394, -4.08444)
O (-5.73142, -12.89249, -4.40339)
O (-6.46918, -14.99248, -4.78347)
C (-5.73827, -14.99091, -6.01277)
H (-7.67794, -13.07146, -1.26466)
H (-6.04569, -12.63082, -1.79411)
H (-7.47326, -11.97401, -2.63918)
H (-4.67438, -14.85892, -5.82636)
H (-6.09977, -14.20510, -6.67296)
H (-5.91375, -15.96134, -6.46685)
C (2.49130, 13.54061, 1.28501)
O (3.86003, 13.66384, 0.87507)
C (4.15852, 14.81804, 0.29271)
O (3.40146, 15.73191, 0.09121)
O (5.45332, 14.79872, -0.03693)
C (5.91054, 15.99117, -0.67648)
H (2.39506, 12.56372, 1.73724)
H (2.24696, 14.30958, 2.01708)
H (1.82742, 13.60950, 0.42841)
H (5.78847, 16.85102, -0.02056)
H (5.37367, 16.15829, -1.60843)
H (6.96531, 15.83554, -0.88368)

Forces on the atoms, in the same order (eV/Å):
0.1 0.1 -0.4
0.3 -0.1 0.1
-0.3 0.3 -0.6
0.2 0.3 0.3
0.0 0.4 -0.3
-0.3 -0.7 0.4
0.6 0.1 -0.4
-0.1 -0.1 0.5
-0.2 0.1 -0.3
0.0 -0.1 -0.1
-0.3 0.1 0.4
0.2 0.3 -0.4
0.0 -0.1 0.3
-0.2 0.1 0.0
0.0 0.1 -0.1
0.3 0.0 -0.3
-0.4 -0.5 0.2
0.7 1.5 0.1
-0.7 -0.3 0.3
0.0 0.0 -0.4
0.3 0.0 -0.1
-0.2 0.0 0.0
0.0 0.0 0.1
-0.1 0.0 0.0
0.2 -0.2 0.1
-0.1 -0.1 0.3
0.0 -0.1 -0.1
-0.1 -0.1 0.0
0.0 0.0 0.0
-0.1 -0.1 0.2
0.2 0.1 -0.1
-0.1 0.2 -0.1
-0.1 0.1 0.0
0.0 -0.1 0.1
0.0 0.0 0.0
0.0 0.1 0.0
0.0 -0.3 0.1
-0.2 -0.3 -0.1
-0.1 -0.5 0.2
0.3 0.2 0.0
0.0 -0.1 0.0
0.0 0.0 0.0
-0.1 0.0 0.0
0.2 -0.1 0.0
0.1 0.0 0.0
0.0 0.2 0.1
-0.1 0.0 0.0
0.1 0.0 0.0
0.0 0.0 0.0
0.1 0.0 0.0
0.1 0.0 0.0
-0.1 -0.1 0.0
-0.2 -0.1 0.0
0.0 0.0 0.0
0.0 0.0 0.0
0.0 0.0 0.0
0.0 0.0 0.0
0.1 0.0 0.0
0.0 0.1 0.0
0.1 0.0 0.1
0.1 0.0 0.0
0.0 0.0 0.1
0.0 -0.1 0.0
-0.1 0.0 0.0
0.3 0.1 0.0
0.0 0.0 0.0
0.2 0.0 -0.1
-0.1 0.0 0.1
-0.1 0.0 -0.1
0.1 0.0 -0.3
0.0 -0.1 -0.1
0.0 0.1 -0.1
0.0 0.0 0.0
0.0 0.0 0.0
0.0 0.1 0.1
0.0 -0.1 0.1
-0.1 0.0 0.2
0.0 -0.1 0.0
0.0 0.0 0.0
0.0 0.1 0.0
0.1 0.0 0.0
0.1 0.1 -0.1
0.1 0.0 0.0
0.0 0.1 -0.1
0.0 0.1 0.0
-0.1 0.0 0.0
-0.1 0.1 0.0
0.0 -0.1 0.0
-0.1 0.2 0.0
-0.1 -0.2 0.0
0.0 0.0 -0.1
0.0 0.0 0.0
0.1 0.1 0.0
0.1 -0.1 0.0
0.1 0.0 0.0
0.0 -0.1 0.0
0.0 -0.1 0.0
-0.1 0.0 0.0
-0.1 0.0 0.0
0.0 0.1 0.0
-0.2 0.1 0.2
0.0 0.0 0.0
0.0 0.0 0.0
0.0 0.1 0.0
0.0 0.0 0.0
0.1 -0.1 -0.1
0.0 -0.1 -0.1
0.0 0.0 -0.1
0.1 0.0 0.0
0.0 0.1 0.0
0.0 0.0 0.0
-0.1 0.0 0.0
0.0 -0.2 0.0
0.0 0.0 0.0
0.0 0.0 0.1
0.0 0.0 0.0
0.0 0.0 0.0
0.0 0.1 0.0
0.0 0.0 0.0
0.1 0.0 0.0
0.0 0.0 -0.1
0.1 0.0 0.0
0.0 0.0 -0.1
0.0 -0.1 0.0
-0.1 0.1 0.2
0.0 0.0 0.0
0.0 0.0 0.0
0.0 0.0 0.0
0.0 0.0 0.0
0.0 -0.1 -0.1
0.0 -0.1 -0.1
0.0 0.1 -0.1
0.1 0.0 0.0
0.0 0.1 0.0
0.0 0.1 0.0
0.0 0.0 0.1
0.0 0.1 0.2
0.0 0.0 0.0
0.0 0.0 0.0
0.0 0.0 0.0
0.0 0.0 0.0
0.1 0.0 -0.1
0.1 -0.1 0.0
0.0 0.1 -0.1
0.0 0.0 0.0
-0.1 0.0 0.0
-0.1 0.0 0.0
0.0 -0.1 0.0



[6]
Density functional theory data (ωB97M-V with the def2-TZVPD basis set) for C25H19FeN3S as an isolated structure.

Properties
Gap between HOMO and LUMO (alpha / beta) = 7.899 / 6.894 eV
Multiplicity = 6
Net charge = +1
Electronic energy = -2790.02171 hartree
LUMO (alpha / beta) = -3.42 / -4.43 eV

Atoms and positions in Å:
Fe (-0.22338, 0.09993, 0.64193)
C (-0.64732, 2.18963, -1.72040)
N (-1.12892, 1.36111, -0.59972)
C (-2.41973, 1.20861, -0.43725)
C (-2.90658, 0.41576, 0.61489)
C (-4.18803, 0.03814, 1.01139)
C (-4.03297, -0.79316, 2.11960)
C (-2.66526, -0.89669, 2.36188)
N (-1.96869, -0.16912, 1.47063)
C (-0.76321, 1.45882, -3.03321)
C (0.08997, 0.39643, -3.31682)
C (-0.04207, -0.31170, -4.50017)
C (-1.02732, 0.04022, -5.41445)
C (-1.87368, 1.10363, -5.14296)
C (-1.74129, 1.81044, -3.95475)
H (0.38960, 2.45511, -1.51310)
H (-1.21948, 3.11908, -1.74320)
H (-3.11181, 1.69451, -1.12262)
H (-5.11321, 0.34191, 0.54838)
H (-4.81560, -1.26255, 2.69118)
H (-2.16168, -1.45497, 3.13578)
H (0.86831, 0.12176, -2.61247)
H (0.63024, -1.13187, -4.71600)
H (-1.12675, -0.50871, -6.34119)
H (-2.63452, 1.38814, -5.85730)
H (-2.39728, 2.64927, -3.75109)
S (3.41299, -1.25056, 2.71318)
C (3.07489, 0.28733, 3.44937)
C (3.74078, 0.91766, 4.49488)
C (3.27082, 2.14976, 4.90333)
C (2.16361, 2.74308, 4.28610)
C (1.50468, 2.11805, 3.24770)
C (1.97252, 0.87530, 2.82987)
N (1.44420, 0.09883, 1.80349)
C (2.09939, -1.03626, 1.64026)
C (1.67314, -1.97963, 0.61109)
C (2.36661, -3.15567, 0.34044)
C (1.91439, -3.98441, -0.67274)
C (0.78681, -3.63924, -1.40558)
C (0.09380, -2.46515, -1.12952)
C (0.52397, -1.62208, -0.11543)
H (4.59634, 0.46125, 4.97299)
H (3.76592, 2.66562, 5.71415)
H (1.81943, 3.70860, 4.63007)
H (0.64758, 2.57889, 2.77261)
H (3.25243, -3.42616, 0.90315)
H (2.44372, -4.90100, -0.89422)
H (0.44568, -4.29214, -2.19846)
H (-0.78305, -2.21581, -1.71567)

Forces on the atoms, in the same order (eV/Å):
-0.1 -0.3 0.0
0.0 -0.1 0.0
0.0 0.1 0.1
0.0 0.1 -0.1
0.0 0.0 0.1
0.0 0.1 0.0
0.0 0.0 0.0
0.0 0.0 0.0
-0.1 0.1 -0.2
0.0 0.0 0.0
0.0 0.0 0.0
0.0 0.0 0.0
0.0 0.0 0.0
0.0 0.0 0.0
0.0 0.0 0.0
0.0 0.0 0.0
0.0 0.0 0.0
0.0 0.0 0.0
0.0 0.0 0.0
0.0 0.0 0.0
0.0 0.0 0.0
0.0 0.0 0.0
0.0 0.0 0.0
0.0 0.0 0.0
0.0 0.0 0.0
0.0 0.0 0.0
0.0 0.0 0.0
0.0 0.0 0.0
0.0 0.0 0.0
0.0 0.0 0.0
0.0 0.0 0.0
0.0 0.0 0.0
0.0 0.0 0.0
0.0 0.0 0.1
0.0 0.2 0.1
0.0 -0.1 -0.1
0.0 0.0 0.0
0.0 0.0 0.0
0.0 0.0 0.0
-0.1 0.1 0.0
0.2 -0.1 -0.1
0.0 0.0 0.0
0.0 0.0 0.0
0.0 0.0 0.0
0.0 0.0 0.0
0.0 0.0 0.0
0.0 0.0 0.0
0.0 0.0 0.0
0.0 0.0 0.0